The following is a DFT calculation (ωB97M-V with the def2-TZVPD basis set) of C8H9O8PPm as an isolated structure.

Its total energy is -50633.474 eV. The LUMO energy (spin up / spin down) comes out at -0.510 / -0.502 Ha. For the energy above the lowest of the compared OMol25 structures with the same formula, charge and spin, the calculation gives 0.00 kJ/mol. Its spin multiplicity is 5. The calculation puts the HOMO energy (spin up / spin down) at -20.990 / -20.986 eV. The maximum force is 7.04 eV Å⁻¹. The value obtained for the HOMO-LUMO gap (spin up / spin down) is 7.118 / 7.321 eV. The charge is +3.

The geometry in XYZ format:
```
27
Properties=species:S:1:pos:R:3:forces:R:3:nbo_charge:R:1
O -1.9451 -1.2665 -5.1929 1.484 1.351 4.126 -0.26
C -1.5825 -0.9289 -4.1565 -1.516 -1.360 -4.180 0.48
Pm -0.8528 -0.1261 -1.5660 0.967 0.707 0.686 1.37
O -2.5307 2.9752 -2.3624 2.137 -4.435 0.315 -0.21
C -2.0258 1.9462 -2.2617 -2.974 5.988 -0.770 0.45
C 0.2644 -2.4508 -1.8579 2.919 -5.319 -0.051 0.47
O 0.8127 -3.4659 -1.8756 -2.472 4.528 0.013 -0.25
C 1.2878 0.6102 -2.7942 4.271 1.630 -2.762 0.46
O 2.2412 0.9785 -3.3169 -3.619 -1.427 2.076 -0.26
C -2.8104 -1.3873 -0.7910 -5.244 -3.131 3.499 0.45
O -3.6561 -1.8584 -0.1681 3.545 1.960 -2.769 -0.22
C 3.1301 1.7301 1.3238 2.384 0.222 -0.209 -0.29
O 1.6865 1.5871 1.2918 -1.609 -2.054 -1.807 -0.75
P 1.0007 0.3732 0.4280 -0.657 0.369 5.243 1.71
O 1.1519 -1.0126 1.3303 -0.166 1.977 -1.767 -0.80
C 0.0458 -1.8117 1.8447 -0.499 -0.179 0.341 -0.26
O -0.7205 0.7228 0.7597 2.176 -0.589 -2.342 -0.87
C -1.2316 0.9811 2.0984 -0.638 0.089 1.134 -0.27
H 3.4679 2.3698 2.1758 -0.932 -0.628 -0.488 0.27
H 3.5314 2.2370 0.4080 -0.700 -0.515 0.610 0.22
H 3.5947 0.7291 1.4292 -0.193 0.627 0.037 0.21
H 0.1654 -2.8533 1.5408 0.353 0.174 0.091 0.23
H 0.0528 -1.7320 2.9419 0.033 -0.106 -0.441 0.26
H -0.9398 -1.4626 1.4727 0.583 -0.079 0.213 0.15
H -2.1606 0.4034 2.2059 0.301 0.195 -0.055 0.22
H -0.5246 0.6670 2.8842 -0.116 0.164 -0.564 0.23
H -1.4529 2.0454 2.2082 0.183 -0.159 -0.177 0.25
```
Positions in Å, forces in eV/Å.